No. 1
C11H9F6IrN4O9S3 as an isolated structure in a non-equilibrium geometry, computed with ωB97M-V/def2-TZVPD.

## Properties
HOMO (spin up / spin down), eV: -8.8 / -8.8
ΔE to the lowest compared entry with this formula, charge and spin, kcal per mole: 73.70
E_LUMO (spin up / spin down), eV: -1.54 / -1.38
Electronic energy, a.u.: -3218.83803
Net charge: 0
HOMO-LUMO gap (spin up / spin down), eV: 7.2 / 7.4

Geometry as XYZ:
```
43
Properties=species:S:1:pos:R:3:nbo_charge:R:1
Ir -0.1735 -0.7407 1.2031 1.280
O -0.1630 5.0409 0.4173 -0.630
C 0.0346 3.7939 0.8686 0.390
C -0.7226 3.2441 1.9059 -0.295
C -0.4943 1.9303 2.2259 0.174
N 0.4432 1.2213 1.6130 -0.480
C 1.2041 1.7500 0.6552 0.135
C 1.0442 3.0419 0.2475 -0.260
C 2.1512 0.7126 0.1259 0.760
O 3.0610 0.9915 -0.6213 -0.594
O 1.8944 -0.4722 0.6207 -0.715
C -1.2604 1.0771 3.2010 0.743
O -1.9404 1.5977 4.0515 -0.575
O -1.0569 -0.2065 3.0261 -0.669
H -0.9189 5.4437 0.8616 0.493
H -1.4878 3.8003 2.4342 0.250
H 1.6555 3.4594 -0.5404 0.262
F -1.0171 1.4532 -3.3301 -0.298
C -0.8744 0.1664 -3.6179 0.748
F 0.3294 -0.0430 -4.1319 -0.299
F -1.8031 -0.2017 -4.4848 -0.294
S -1.0172 -0.8137 -2.0702 2.236
O -0.0724 -0.1549 -1.1550 -0.974
O -0.6861 -2.1712 -2.4049 -0.929
N -2.5211 -0.5572 -1.6866 -1.183
S -2.7726 -0.4265 -0.1305 2.202
O -2.3286 0.8207 0.4353 -0.937
O -2.3462 -1.6291 0.5983 -0.901
C -4.6105 -0.3083 -0.1058 0.765
F -5.0194 -0.4805 1.1376 -0.289
F -4.9565 0.8926 -0.5360 -0.293
F -5.1413 -1.2336 -0.8898 -0.294
C 4.2805 -2.7190 0.1359 -0.443
N 3.0379 -3.0139 0.8347 -0.546
C 1.8551 -2.9500 0.2575 0.411
N 1.7489 -2.9129 -1.0579 -0.762
S 0.4266 -3.0675 1.2651 -0.138
H 5.1021 -2.8090 0.8389 0.229
H 4.2570 -1.7000 -0.2597 0.232
H 4.4440 -3.4309 -0.6743 0.205
H 3.0260 -2.9446 1.8386 0.428
H 2.5518 -2.6840 -1.6227 0.404
H 0.8366 -2.7672 -1.4792 0.453
```

No. 2
A 3-piece molecular cluster, C12H26BNO9 overall, computed with ωB97M-V/def2-TZVPD.

## Properties
SMILES string: CB(O)C(=O)OCCN.CCOC(=O)OC.CCOC(=O)OC
HOMO, eV: -9.5
ΔE to the lowest compared entry with this formula, charge and spin, kcal per mole: 0.00
E_LUMO, eV: 0.33
Electronic energy, a.u.: -1229.68477
Net charge: 0
HOMO-LUMO gap, eV: 9.9

Geometry as XYZ:
```
49
Properties=species:S:1:pos:R:3:nbo_charge:R:1
C 1.3140 0.0422 0.7907 -1.003
B 0.4281 1.2966 0.5207 0.909
O 0.9438 2.3782 -0.1338 -0.868
C -1.0791 1.3620 1.0538 0.511
O -1.3345 1.4656 2.2322 -0.590
O -2.0331 1.3049 0.0997 -0.518
C -3.3921 1.1471 0.5615 -0.093
C -3.6382 -0.1934 1.2487 -0.246
N -4.5237 -1.0341 0.4316 -0.829
H 1.8022 -0.2519 -0.1409 0.247
H 0.7423 -0.8027 1.1707 0.237
H 2.1104 0.2540 1.5098 0.257
H 0.2731 2.8769 -0.6104 0.501
H -3.9921 1.2137 -0.3432 0.197
H -3.6495 1.9874 1.2023 0.200
H -4.1163 -0.0199 2.2128 0.198
H -2.6738 -0.6660 1.4517 0.181
H -4.2125 -0.9870 -0.5343 0.348
H -4.4032 -2.0074 0.6885 0.359
C 3.3560 4.6551 1.1421 -0.640
C 3.9829 3.2802 1.1509 -0.068
O 5.3958 3.3347 1.4370 -0.496
C 5.7113 3.4969 2.7187 0.981
O 4.9403 3.5560 3.6424 -0.651
O 7.0405 3.5609 2.8173 -0.496
C 7.5255 3.7479 4.1508 -0.255
H 3.8790 5.3070 0.4414 0.210
H 2.3146 4.5705 0.8333 0.223
H 3.3910 5.1041 2.1336 0.224
H 3.9265 2.8162 0.1688 0.195
H 3.4982 2.6256 1.8747 0.193
H 7.1250 2.9854 4.8155 0.196
H 7.2444 4.7320 4.5223 0.189
H 8.6055 3.6650 4.0799 0.195
C -3.6592 -3.2772 -5.2661 -0.640
C -2.3853 -3.2415 -4.4533 -0.070
O -2.6380 -3.4810 -3.0536 -0.499
C -2.8280 -4.7574 -2.7220 0.981
O -2.7696 -5.7031 -3.4644 -0.647
O -3.0854 -4.8124 -1.4148 -0.499
C -3.3546 -6.1282 -0.9160 -0.256
H -4.3862 -2.5691 -4.8674 0.212
H -3.4416 -3.0040 -6.2991 0.219
H -4.0959 -4.2744 -5.2583 0.227
H -1.9305 -2.2532 -4.4734 0.190
H -1.6600 -3.9706 -4.8122 0.198
H -2.5527 -6.8117 -1.1859 0.198
H -4.2969 -6.4986 -1.3163 0.191
H -3.4186 -6.0212 0.1622 0.195
```

No. 3
C42H56HfN3O3P as an isolated structure, computed with ωB97M-V/def2-TZVPD.

## Properties
HOMO, eV: -18.9
ΔE to the lowest compared entry with this formula, charge and spin, kcal per mole: 12.12
E_LUMO, eV: -12.98
Electronic energy, a.u.: -2412.05820
Net charge: +4
HOMO-LUMO gap, eV: 5.9

Geometry as XYZ:
```
106
Properties=species:S:1:pos:R:3:mulliken_charge:R:1
Hf -0.4011 1.2151 0.6289 0.473
C 3.9740 2.7444 0.1850 -0.537
O 3.0298 3.8499 0.4038 -0.407
C 1.8475 3.3614 0.4155 0.405
N 1.6674 2.0657 0.2912 0.230
C 3.0525 1.5152 -0.0286 0.035
C 3.1825 0.9950 -1.4361 0.552
C 4.0580 -0.0664 -1.6681 -0.176
C 4.3630 -0.4461 -2.9672 -0.827
C 3.8028 0.2379 -4.0402 -0.848
C 2.9432 1.3039 -3.8116 -0.498
C 2.6344 1.6854 -2.5120 0.020
C 0.7035 4.2594 0.5716 0.163
C 0.7462 5.6355 0.7035 -0.818
C -0.4645 6.3097 0.8550 -0.639
C -1.6541 5.5863 0.8968 -0.833
C -1.5780 4.2112 0.7590 0.611
N -0.4305 3.5616 0.5796 -0.032
C -2.7035 3.2696 0.8207 0.063
N -2.5444 1.9804 0.6241 0.058
C -3.9870 1.4143 0.6519 0.878
C -4.8207 2.6280 1.1022 -0.391
O -3.8578 3.7361 1.1189 -0.402
C -4.4005 0.7992 -0.6628 -0.266
C -3.7057 -0.3353 -1.0608 1.578
C -4.0534 -1.0461 -2.1938 -0.696
C -5.1288 -0.6152 -2.9619 -1.014
C -5.8327 0.5149 -2.5797 -1.113
C -5.4787 1.2213 -1.4349 -0.577
H 4.6251 2.6958 1.0538 0.391
H 4.5367 3.0041 -0.7075 0.370
H 3.2849 0.7532 0.7068 -0.249
H 4.5320 -0.5792 -0.8378 0.433
H 5.0557 -1.2578 -3.1437 0.534
H 4.0551 -0.0454 -5.0529 0.502
H 2.5256 1.8471 -4.6491 0.442
H 1.9878 2.5451 -2.3532 0.395
H 1.6926 6.1611 0.6866 0.661
H -0.4794 7.3883 0.9496 0.526
H -2.6116 6.0739 1.0272 0.637
H -3.9900 0.6568 1.4354 0.124
H -5.2455 2.5473 2.0990 0.312
H -5.5822 2.9318 0.3956 0.306
H -2.9063 -0.6877 -0.4178 -0.669
H -3.5179 -1.9460 -2.4705 0.427
H -5.4253 -1.1662 -3.8437 0.494
H -6.6790 0.8480 -3.1643 0.447
H -6.0878 2.0760 -1.1806 0.339
C -0.9772 1.7482 3.8714 -0.804
O -0.0555 1.4913 2.7208 -0.277
H -0.6898 2.6979 4.3124 0.370
H -0.8690 0.9244 4.5706 0.411
H -1.9786 1.7779 3.4553 0.232
H 0.8461 1.3662 3.0647 0.250
C -2.2139 -1.1272 2.4261 0.826
C -1.0172 -1.6876 3.2091 -0.713
C -0.4517 -2.9406 2.5450 -1.847
C -0.4775 -2.8182 1.0197 0.396
C -1.9524 -2.8559 0.5637 -0.312
C -2.8912 -2.2103 1.5959 -1.861
P 0.4882 -1.3786 0.3669 0.812
C 2.2346 -1.6207 0.8782 0.964
C 2.7837 -3.0409 0.5361 -0.534
C 3.2080 -3.8181 1.7802 -0.841
C 4.2467 -3.0595 2.6183 -0.824
C 4.0623 -1.5330 2.5527 -0.815
C 2.5944 -1.1849 2.3040 -0.212
C 0.5316 -1.3759 -1.4829 1.213
C 0.3140 -2.7442 -2.1854 -0.830
C -0.3456 -2.5836 -3.5613 -0.750
C 0.1458 -1.3299 -4.2705 -0.552
C -0.2893 -0.0518 -3.5263 -1.053
C -0.4519 -0.3361 -2.0297 0.731
H -1.9327 -0.2511 1.7558 -1.062
H -2.9381 -0.6629 3.1000 1.012
H -1.3318 -1.9183 4.2277 0.548
H -0.2191 -0.9437 3.3050 0.002
H -1.0710 -3.8061 2.7901 0.540
H 0.5355 -3.1755 2.9330 0.206
H 0.0557 -3.6671 0.5844 1.700
H -2.2373 -3.9010 0.4364 0.640
H -2.0711 -2.4086 -0.4277 -0.238
H -3.2241 -2.9672 2.3103 0.568
H -3.8020 -1.8510 1.1198 0.661
H 2.7395 -0.9412 0.1965 -0.952
H 3.6453 -2.9146 -0.1239 0.466
H 2.0655 -3.6246 -0.0430 0.285
H 3.6112 -4.7819 1.4712 0.563
H 2.3299 -4.0561 2.3847 0.058
H 5.2539 -3.3128 2.2892 0.396
H 4.1782 -3.3884 3.6553 0.346
H 4.6657 -1.1153 1.7380 0.206
H 4.4205 -1.0673 3.4698 0.563
H 2.4235 -0.1000 2.4233 0.033
H 1.9776 -1.6741 3.0589 0.461
H 1.5467 -1.0270 -1.7082 -0.530
H -0.2795 -3.4215 -1.5718 0.218
H 1.2924 -3.2125 -2.3027 0.500
H -1.4341 -2.5427 -3.4610 0.063
H -0.1359 -3.4708 -4.1568 0.613
H -0.2389 -1.2953 -5.2884 0.628
H 1.2356 -1.3565 -4.3529 0.105
H -1.2335 0.3301 -3.9171 0.415
H 0.4601 0.7218 -3.6738 0.227
H -1.4754 -0.6357 -1.8180 -0.336
H -0.3410 0.6918 -1.5217 -0.300
```

No. 4
A 2-piece molecular cluster, CHN2OS overall in a non-equilibrium geometry, computed with ωB97M-V/def2-TZVPD.

## Properties
HOMO (spin up / spin down), eV: -0.1 / -0.1
ΔE to the lowest compared entry with this formula, charge and spin, kcal per mole: 51.39
E_LUMO (spin up / spin down), eV: 3.39 / 3.39
Electronic energy, a.u.: -621.56745
Net charge: -1
HOMO-LUMO gap (spin up / spin down), eV: 3.5 / 3.5

Geometry as XYZ:
```
6
Properties=species:S:1:pos:R:3:nbo_charge:R:1
C -0.0283 0.6886 2.0537 0.314
N 0.0698 -0.6146 -1.3448 -0.391
N 0.3703 -1.7012 -1.0411 -0.346
O 0.2027 1.0023 0.9407 -0.518
S -0.2177 -0.1505 3.4246 -0.234
H -0.0020 0.2168 -0.5162 0.175
```

No. 5
An isolated molecule of C4H5BrSi in a non-equilibrium geometry, computed with ωB97M-V/def2-TZVPD.

## Properties
HOMO, eV: -8.8
ΔE to the lowest compared entry with this formula, charge and spin, kcal per mole: 37.25
E_LUMO, eV: -0.70
Electronic energy, a.u.: -3018.85523
Net charge: 0
HOMO-LUMO gap, eV: 8.1

Geometry as XYZ:
```
11
Properties=species:S:1:pos:R:3:nbo_charge:R:1
C -0.1989 -1.0927 -0.5925 -0.190
C -0.7561 -0.6673 0.7586 -0.207
C 0.2227 -0.2405 -1.4782 -0.756
C -0.4016 0.4256 1.4828 -0.365
Si 0.1704 1.6811 -1.3185 0.914
Br 2.3003 2.1628 -0.4342 -0.442
H -0.2481 -2.1973 -0.8220 0.212
H -1.5408 -1.3175 1.1920 0.207
H 1.0241 -0.5509 -2.2044 0.241
H 0.2790 1.1192 1.0472 0.180
H -0.8511 0.6775 2.3692 0.207
```

No. 6
A 2-piece molecular cluster, C5H11N2OS2 overall in a non-equilibrium geometry, computed with ωB97M-V/def2-TZVPD.

## Properties
HOMO, eV: -12.9
ΔE to the lowest compared entry with this formula, charge and spin, kcal per mole: 21.27
E_LUMO, eV: -6.08
Electronic energy, a.u.: -1177.89532
Net charge: +1
HOMO-LUMO gap, eV: 6.8

Geometry as XYZ:
```
21
Properties=species:S:1:pos:R:3:nbo_charge:R:1
N -1.2287 0.4611 1.3853 -0.633
N -0.1663 -0.4393 1.6333 -0.467
C 1.0043 -0.2232 0.9553 0.502
O 1.2314 0.8440 0.3936 -0.580
H -1.6686 0.6837 2.2800 0.380
H -0.8317 1.2649 0.8850 0.432
H -0.4038 -1.4013 1.8356 0.394
H 1.6775 -1.1055 1.0139 0.152
C -6.4058 -1.0114 1.7138 -0.443
C -5.4063 -2.1494 1.8060 -0.490
S -3.6496 -1.6711 2.0953 0.390
C -3.3472 -0.5045 0.9147 -0.372
S -4.4319 0.7590 0.6625 0.429
C -6.0709 -0.0747 0.5681 -0.499
H -7.3919 -1.4460 1.5171 0.256
H -6.4823 -0.4713 2.6616 0.236
H -5.6168 -2.7802 2.6786 0.266
H -5.4366 -2.7599 0.8944 0.244
H -2.4834 -0.6014 0.2598 0.290
H -6.1205 -0.6097 -0.3887 0.244
H -6.7637 0.7756 0.5481 0.267
```